Entry A
Below is the ion C8H14N with charge +1, with properties calculated with ωB97M-V with the def2-TZVPD basis set.

HOMO-LUMO gap: 10.6221 eV
LUMO: -3.0 eV
Total charge: +1
HOMO level: -13.62 eV

Each line ends with the Löwdin charge.
Atoms and positions in Å:
C: -1.95 0.95 -3.13  -0.06
C: -1.17 1.97 -2.29  -0.21
C: -0.69 1.32 -1.05  0.02
C: -0.26 0.55 -0.25  0.01
C: 0.24 -0.29 0.81  -0.17
C: -0.98 -1.58 1.31  0.08
N: 0.90 0.48 2.09  0.21
C: 1.66 -0.32 1.20  -0.33
C: 2.45 -1.51 1.62  -0.02
H: -2.01 0.04 -2.66  0.04
H: -1.27 0.86 -4.04  0.11
H: -2.82 1.30 -3.61  0.06
H: -1.86 2.76 -1.92  0.13
H: -0.39 2.47 -2.78  0.10
H: -1.95 -1.04 0.88  0.12
H: -0.79 -1.68 2.41  0.07
H: -0.80 -2.53 0.78  0.06
H: 0.45 0.04 2.85  0.14
H: 1.06 1.44 2.05  0.16
H: 2.29 0.34 0.59  0.17
H: 2.01 -2.12 2.48  0.11
H: 3.46 -1.20 1.90  0.09
H: 2.44 -2.25 0.77  0.12

***

Entry B
Below is a structure of composition C8H14N, with properties calculated with ωB97M-V with the def2-TZVPD basis set.

HOMO-LUMO gap: 8.9208 eV
LUMO: -4.1 eV
Total charge: +1
HOMO level: -12.98 eV

Each line ends with the Löwdin charge.
Atoms and positions in Å:
C: -2.18 0.42 -0.17  0.06
C: -0.89 -0.06 0.05  -0.11
C: 2.85 -0.25 0.36  -0.14
C: 2.47 1.00 -0.45  -0.13
C: 1.53 -1.01 0.05  -0.14
C: 1.11 1.31 0.24  -0.13
C: -3.52 0.80 0.09  -0.07
C: -1.61 -1.43 -0.26  0.00
N: 0.47 -0.01 0.34  -0.05
H: 3.73 -0.72 0.00  0.11
H: 2.96 -0.04 1.40  0.11
H: 3.15 1.78 -0.60  0.10
H: 2.18 0.57 -1.46  0.14
H: 1.46 -1.55 -0.93  0.14
H: 1.50 -1.75 0.94  0.15
H: 1.23 1.68 1.23  0.12
H: 0.52 1.96 -0.42  0.13
H: -4.12 0.78 -0.82  0.11
H: -3.43 1.87 0.31  0.13
H: -4.12 0.26 0.87  0.13
H: -1.47 -2.09 0.55  0.09
H: -1.10 -2.02 -1.10  0.14
H: -2.72 -1.51 -0.22  0.13

***

Stability order, top to bottom: entry A, entry B